[1]
Molecular formula: C20H33BrCoN2O5SSb2
Method: DFT, ωB97M-V with the def2-TZVPD basis set

Results
LUMO level ... 0.13 eV
Spin multiplicity ... 2
HOMO ... -7.4 eV

Each line ends with the Mulliken spin population.
Atoms and positions in Å:
H1 3.26444 -3.66751 -3.46996  0.00
S1 -1.93995 3.17884 3.58077  0.00
H2 -5.29375 5.04754 -3.65410  0.00
Co1 -1.23878 2.26787 0.61730  1.13
H3 4.87308 -3.63841 1.17246  0.00
H4 1.03009 -2.39072 -4.79876  0.00
H5 -1.84302 -2.01373 -1.82548  0.00
Br1 -0.07682 2.41723 -2.47135  0.00
C1 -2.44937 1.54472 4.12301  0.00
C2 2.68459 -3.59226 -1.41383  0.00
C3 3.14361 -3.61729 -0.08307  0.00
H6 1.77539 -2.61120 3.99535  0.00
C4 -3.20099 4.08738 4.48124  0.00
C5 -2.50067 3.64991 -3.18999  0.00
H7 -5.16055 4.64523 -1.35189  0.00
H8 1.08944 -0.61819 -4.83775  0.00
H9 -1.73610 -0.94431 -3.23032  0.00
O1 -2.40408 3.29716 2.13646  0.01
H10 -4.18688 3.73845 4.17989  0.00
C6 1.43498 -1.50596 -4.30570  0.00
H11 3.64713 -1.14747 2.45347  0.00
C7 5.43768 -3.64405 -0.88955  0.00
H12 5.68442 -3.70952 -3.02289  0.00
C8 3.62143 -3.64405 -2.44684  0.00
H13 3.56454 -0.64159 0.75435  0.00
H14 -2.11591 3.61562 -4.19762  0.00
H15 -3.07860 5.14116 4.24132  0.00
C9 -3.74473 4.20336 -2.92692  0.00
C10 4.51958 -3.62956 0.14750  0.00
N1 0.92741 2.14638 1.76658  0.00
N2 -2.18665 3.15818 -0.86170  0.00
H16 2.84483 0.37361 2.01246  0.00
O2 -0.03612 1.44517 2.31021  0.01
H17 -3.04117 3.92725 5.54686  0.00
H18 0.59208 -3.70730 -0.90263  0.00
H19 -2.07307 0.39050 -1.00686  0.01
C11 0.92892 -2.06324 3.58116  0.00
H20 2.52223 -1.52877 -4.34967  0.00
O3 1.13729 1.92787 0.56178  0.01
C12 2.20931 -3.64770 1.09184  0.00
Sb1 1.19487 -1.73644 1.45967  0.00
H21 -2.32698 1.49186 5.20404  0.00
H22 1.43616 -4.40556 0.94854  0.00
H23 -3.70372 3.69339 0.40767  0.00
H24 -1.79133 0.83664 3.62822  0.00
H25 0.00943 -2.61236 3.77971  0.00
C13 -3.39230 3.70034 -0.62764  0.00
C14 -1.28357 -1.80477 -2.73691  0.00
H26 6.49868 -3.64928 -0.67569  0.00
C15 3.02919 -0.65220 1.70335  0.00
H27 2.76486 -3.92491 1.98850  0.00
H28 -3.48818 1.38695 3.83673  0.00
Sb2 0.77346 -1.36961 -2.25378  0.00
C16 -1.93245 0.52387 0.07147  -0.16
H29 -1.33771 -2.66802 -3.40020  0.00
C17 -4.19585 4.22835 -1.61060  0.00
H30 -1.23187 -0.24336 0.41068  0.02
C18 1.23411 -3.44589 -1.74201  0.00
C19 4.98345 -3.67013 -2.19890  0.00
H31 -2.90575 0.33630 0.54093  -0.01
C20 -1.77233 3.14649 -2.13263  -0.01
O4 -4.45123 4.69368 -3.96148  0.00
O5 1.46502 3.04832 2.37441  0.00
H32 0.93138 -4.05659 -2.59544  0.00
H33 0.86735 -1.08767 4.06421  0.00

Forces on atoms 1 to 6 (eV/Å):
H -0.01 0.02 -0.02
S -0.25 -0.10 0.15
H 0.02 -0.01 0.00
Co -0.32 -0.99 0.29
H 0.00 0.00 0.00
H 0.01 -0.01 0.03

***

[2]
Molecular formula: C3H8N3
Method: DFT, ωB97M-V with the def2-TZVPD basis set

Results
LUMO level ... -3.81 eV
HOMO ... -12.7 eV
SMILES ... C=N/N=C(/C)[NH3+]
Total charge ... +1

Each line ends with the Mulliken charge.
Atoms and positions in Å:
N1 1.27418 1.21830 0.10960  -0.37
H1 -3.77294 0.14520 0.83944  0.25
H2 1.82915 1.57287 1.00658  0.37
H3 0.72341 2.02939 -0.29867  0.35
N2 -0.74259 -0.25708 0.02368  0.12
H4 1.41820 -2.25088 0.48883  0.34
H5 2.44086 -0.88050 0.57549  0.40
N3 -1.98721 -0.01992 -0.09725  -0.31
H6 -3.95251 0.20705 -1.11237  0.27
H7 1.79764 -1.45592 -1.04133  0.30
H8 2.01831 0.94174 -0.48137  0.39
C1 1.64484 -1.29582 0.01744  -1.17
C2 -3.34770 0.15956 -0.16925  -0.27
C3 0.65635 -0.11401 0.13919  0.34

Forces on atoms 1 to 6 (eV/Å):
N 0.66 1.66 1.83
H -0.31 0.11 -0.61
H -1.85 -0.88 -1.65
H 0.66 -1.38 0.52
N 0.53 0.42 -0.12
H -0.66 0.37 0.08

***

[3]
Molecular formula: C6H13N2O
Method: DFT, ωB97M-V with the def2-TZVPD basis set

Results
LUMO level ... -3.30 eV
HOMO ... -13.3 eV
Total charge ... +1

Each line ends with the Mulliken charge.
Atoms and positions in Å:
C1 0.21059 -1.17402 -1.27801  0.37
C2 -0.31054 0.35251 0.33506  -0.08
H1 -1.82612 1.53046 2.57143  0.33
H2 -2.02224 -0.53371 0.92922  0.29
C3 1.42785 0.25448 -2.79901  -0.53
H3 -0.67456 -3.08749 -1.46358  0.35
N1 -1.29790 0.20767 1.15519  -0.15
H4 1.04036 1.22221 2.96652  0.33
H5 -1.10695 0.10608 3.15439  0.35
H6 1.50908 1.49366 0.52611  0.20
C4 0.28246 1.49590 2.29201  -0.51
N2 0.64822 1.08697 0.90052  -0.12
H7 1.17725 0.73217 -3.65812  0.29
H8 0.37033 2.56134 2.33287  0.32
H9 1.66735 0.81207 -1.91144  0.19
H10 2.32067 -0.19507 -3.23716  0.30
C5 -1.08316 0.86667 2.49278  -0.53
C6 -0.88737 -2.10785 -1.04308  -1.34
H11 -1.79634 -1.54072 -1.31653  0.37
O1 0.25055 -0.55357 -2.40123  -0.32
H12 -0.95768 -2.30622 -0.02985  0.40
H13 1.05816 -1.22358 -0.51810  0.50

Forces on atoms 1 to 6 (eV/Å):
C 1.27 1.62 2.84
C 1.98 -0.49 -1.86
H -2.73 2.55 0.96
H 1.13 1.68 0.83
C 0.32 -1.55 2.07
H -0.41 0.11 -0.81